A 8-piece molecular cluster, C45H112F6N7O5P overall in a non-equilibrium geometry. Source: OMol25; level of theory: ωB97M-V with the def2-TZVPD basis set.

Total energy ... -3480.045989 a.u.
Frontier orbital gap (alpha / beta) ... 4.73 / 9.19 eV
⟨S²⟩ ... 0.75
Largest force on an atom ... 0.1040 hartree/bohr

The geometry in ORCA input format:
```
! RIJCOSX wB97M-V def2-TZVPD def2/J DEFGRID3
* xyz 5 2
C 4.321 1.425 -2.660
C 4.899 0.517 -1.499
O 4.149 -0.065 -0.748
N 6.425 0.572 -1.218
H 6.884 -0.166 -1.732
H 6.819 1.415 -1.611
C 6.667 0.587 0.316
H 3.247 1.239 -2.650
H 4.608 1.177 -3.681
H 4.522 2.431 -2.292
H 6.033 -0.174 0.771
H 6.378 1.569 0.690
H 7.695 0.239 0.413
C 2.711 -3.321 -5.232
N 1.621 -3.898 -4.294
C 1.314 -2.762 -3.202
C 0.220 -4.018 -5.001
C 1.948 -5.237 -3.605
C 1.840 -6.553 -4.454
O 2.450 -6.618 -5.660
H 3.535 -3.121 -4.547
H 2.271 -2.461 -5.736
H 2.939 -4.112 -5.946
H 0.462 -3.093 -2.609
H 1.325 -1.740 -3.582
H 2.200 -2.709 -2.569
H -0.083 -2.992 -5.213
H -0.299 -4.493 -4.169
H 0.241 -4.760 -5.799
H 1.282 -5.248 -2.743
H 2.888 -5.017 -3.098
H 0.789 -6.827 -4.541
H 2.302 -7.339 -3.856
H 2.044 -7.263 -6.244
C 5.386 -4.212 1.836
N 3.865 -4.255 1.613
C 3.113 -4.684 2.862
C 3.334 -2.856 1.214
C 3.647 -5.313 0.544
C 2.227 -5.864 0.218
O 1.283 -4.835 0.126
H 6.002 -4.163 0.939
H 5.586 -5.196 2.259
H 5.542 -3.435 2.585
H 3.672 -5.555 3.205
H 2.063 -4.860 2.629
H 3.191 -3.947 3.661
H 2.257 -2.748 1.082
H 3.930 -2.615 0.334
H 3.674 -2.230 2.039
H 4.295 -6.143 0.824
H 4.025 -4.763 -0.318
H 1.978 -6.617 0.966
H 2.209 -6.404 -0.729
H 0.439 -5.221 -0.121
C 5.701 4.373 2.607
N 4.301 4.524 3.024
C 4.050 3.620 4.243
C 4.029 6.009 3.430
C 3.359 4.165 1.848
C 3.427 2.742 1.336
O 2.578 2.033 2.172
H 6.095 4.982 1.793
H 5.874 3.298 2.574
H 6.377 4.626 3.424
H 4.205 2.578 3.965
H 3.016 3.882 4.468
H 4.625 3.916 5.121
H 4.198 6.729 2.630
H 4.648 6.248 4.295
H 2.967 6.140 3.638
H 3.569 4.889 1.061
H 2.363 4.342 2.253
H 4.407 2.305 1.529
H 3.226 2.614 0.272
H 2.067 1.363 1.713
C 2.654 5.410 -1.994
N 1.909 5.556 -3.342
C 0.711 6.470 -3.155
C 2.847 6.324 -4.332
C 1.486 4.187 -3.865
C 0.848 3.147 -2.898
O -0.402 3.465 -2.278
H 3.407 4.641 -2.167
H 1.892 5.068 -1.294
H 2.971 6.448 -1.895
H 0.326 6.632 -4.162
H 0.896 7.392 -2.604
H -0.113 6.064 -2.567
H 2.648 6.097 -5.379
H 3.906 6.166 -4.124
H 2.678 7.389 -4.173
H 2.399 3.822 -4.335
H 0.997 4.338 -4.827
H 1.542 2.875 -2.102
H 0.766 2.140 -3.306
H -0.557 2.684 -1.741
C -6.843 0.147 5.780
C -6.583 0.394 4.292
C -5.057 0.571 3.942
C -4.470 1.935 4.504
N -2.990 2.234 4.076
C -2.524 3.586 4.645
C -1.026 3.520 4.693
C -0.755 2.089 5.179
C -2.047 1.311 4.820
C -2.641 2.064 2.494
C -3.554 2.845 1.597
C -3.268 2.598 0.115
H -7.462 0.989 6.089
H -5.880 0.039 6.279
H -7.484 -0.718 5.952
H -7.169 1.165 3.792
H -6.840 -0.510 3.741
H -5.005 0.631 2.855
H -4.470 -0.286 4.272
H -4.522 2.096 5.580
H -4.984 2.820 4.129
H -2.821 4.306 3.882
H -2.871 3.740 5.667
H -0.716 3.670 3.659
H -0.584 4.338 5.262
H 0.208 1.786 4.768
H -0.641 2.202 6.257
H -1.911 0.326 4.374
H -2.539 0.949 5.723
H -2.864 1.006 2.352
H -1.576 2.211 2.317
H -3.295 3.872 1.856
H -4.559 2.730 2.004
H -3.547 1.602 -0.230
H -2.247 2.800 -0.208
H -3.795 3.344 -0.480
C -2.075 -3.135 1.663
C -3.463 -2.435 1.757
C -3.933 -1.881 0.432
C -4.365 -2.882 -0.693
N -5.443 -2.336 -1.727
C -6.820 -2.361 -0.968
C -7.524 -3.699 -1.280
C -6.583 -4.520 -2.100
C -5.691 -3.459 -2.736
C -5.100 -0.940 -2.399
C -3.819 -0.920 -3.182
C -3.567 0.425 -3.845
H -1.296 -2.463 1.303
H -2.124 -3.958 0.950
H -1.869 -3.516 2.663
H -3.342 -1.624 2.475
H -4.206 -3.088 2.214
H -3.097 -1.293 0.053
H -4.716 -1.155 0.650
H -4.884 -3.758 -0.305
H -3.550 -3.282 -1.297
H -7.359 -1.452 -1.236
H -6.614 -2.220 0.093
H -8.425 -3.475 -1.851
H -7.860 -4.266 -0.412
H -7.150 -5.099 -2.830
H -5.958 -5.210 -1.532
H -6.110 -2.888 -3.564
H -4.765 -3.897 -3.108
H -5.041 -0.199 -1.602
H -5.938 -0.742 -3.068
H -3.894 -1.761 -3.871
H -3.045 -1.086 -2.432
H -3.589 1.288 -3.180
H -4.359 0.462 -4.594
H -2.622 0.558 -4.372
P 0.330 0.151 -0.400
F -0.155 -1.414 -0.530
F -0.737 0.282 0.867
F 1.553 -0.328 0.586
F 0.831 1.638 -0.151
F 1.292 -0.031 -1.654
F -0.839 0.608 -1.443
*
```

Mulliken atomic charge list, values in e, 6 entries:
1. C -0.532
2. C -0.442
3. O -0.205
4. N -0.007
5. H 0.347
6. H 0.360